[1]
75
Properties=species:S:1:pos:R:3:forces:R:3:mulliken_charge:R:1 method="wB97M-V/def2-TZVPD" smiles="CCCCCCCCCCCCCCC[C@@H]1COC(=O)O1.c1cc[nH]c1.c1cc[nH]c1" homo_lumo_gap_ev=8.8 homo_energy_ev=-8.19
C -1.540201 2.472387 3.103622 1.42 -0.52 -0.46 -1.0869
C -0.466077 1.529926 2.479660 -1.73 0.02 0.43 -0.4325
C -1.211981 0.290791 1.883392 1.72 0.31 -0.45 -0.5784
C -0.778368 0.085999 0.410544 -0.26 0.07 0.72 -0.9453
C -1.589126 0.946959 -0.571638 0.14 -0.02 -0.56 -0.8155
C -2.042047 0.145416 -1.812191 1.02 0.66 0.21 -0.9713
C -0.838347 0.036036 -2.769991 -0.46 -0.54 0.07 -0.2602
C -0.877652 -1.199162 -3.692418 0.59 0.58 0.19 -1.0901
C 0.556758 -1.653341 -4.068856 -1.24 -0.29 0.00 0.8641
C 0.664876 -3.176748 -4.164290 0.21 0.41 -0.28 -1.1822
C 2.032461 -3.722448 -4.625664 -0.39 -0.26 0.75 -0.8851
C 3.263344 -3.078387 -3.957227 0.50 -0.09 -0.48 -0.6132
C 4.241123 -2.353937 -4.914788 -0.60 -0.40 -0.01 -0.8447
C 3.605140 -1.388047 -5.932338 1.20 0.34 -0.18 -0.5979
C 3.821759 0.103839 -5.619843 -0.01 -0.03 0.46 -0.9583
C 3.669959 0.449621 -4.146980 -1.13 -0.88 0.97 1.4551
C 2.965580 1.760732 -3.800989 -0.15 0.45 0.78 -0.2637
O 3.863361 2.452127 -2.890391 -0.50 -0.42 -0.81 -0.3575
C 5.024276 1.784937 -2.940614 -1.56 -1.76 -0.73 0.5802
O 6.073809 2.209043 -2.726425 3.10 1.71 1.28 -0.4928
O 4.852512 0.478092 -3.326964 -0.35 0.73 -0.99 -0.3843
H -2.296088 2.618049 2.337387 -0.30 0.36 0.22 0.3825
H -1.935930 1.973398 3.985780 -0.29 0.12 0.01 0.0753
H -1.055115 3.402057 3.395550 -0.33 0.22 0.07 0.3820
H 0.217598 1.256172 3.282000 0.20 -0.19 -0.18 0.3338
H 0.088608 2.034666 1.691234 0.05 0.14 0.04 0.3987
H -0.900807 -0.587808 2.447786 -0.38 -0.11 0.14 0.0768
H -2.288758 0.429759 1.922826 -0.11 -0.17 0.22 0.4760
H 0.274323 0.364721 0.353929 0.11 -0.17 -0.08 0.4254
H -0.823218 -0.982585 0.185194 -0.21 0.04 -0.32 0.4839
H -0.941563 1.751368 -0.929225 -0.09 0.18 -0.01 0.3077
H -2.425302 1.452541 -0.089270 -0.14 -0.23 0.18 0.5535
H -2.296691 -0.852911 -1.459089 -0.44 -0.05 -0.25 0.3927
H -2.863576 0.643569 -2.321974 -0.30 -0.24 0.08 0.3794
H -0.762119 0.926401 -3.398572 -0.03 0.17 0.13 0.2380
H 0.058408 0.030396 -2.146575 0.14 -0.21 -0.04 0.1795
H -1.432426 -0.885537 -4.576469 -0.12 -0.41 -0.17 0.3115
H -1.417768 -2.021510 -3.222538 -0.04 -0.01 0.11 0.5595
H 1.187352 -1.311054 -3.254997 0.43 0.18 -0.20 -0.1477
H 0.792062 -1.173352 -5.017798 0.50 0.06 0.07 0.0512
H -0.128378 -3.536898 -4.822786 0.04 -0.12 -0.09 0.3460
H 0.429327 -3.572357 -3.174044 0.06 -0.07 0.08 0.4093
H 2.106459 -3.747167 -5.710754 0.08 0.30 -0.13 0.4839
H 2.028433 -4.771735 -4.327013 0.02 -0.13 -0.16 0.3346
H 3.838619 -3.883297 -3.499960 0.08 0.04 0.16 0.3857
H 3.012619 -2.406950 -3.137941 -0.31 0.00 0.02 0.3759
H 4.775245 -3.112751 -5.487008 0.02 -0.13 0.06 0.4383
H 4.988551 -1.858475 -4.297507 0.11 0.17 -0.11 0.2932
H 4.123949 -1.552003 -6.878119 -0.15 -0.05 -0.16 0.3614
H 2.564963 -1.603781 -6.144328 -0.21 -0.05 0.26 0.3939
H 3.062900 0.674335 -6.156922 0.14 0.20 -0.15 0.2631
H 4.811699 0.433144 -5.938809 -0.01 0.04 -0.16 0.3112
H 3.058273 -0.317449 -3.673644 -0.01 -0.20 -0.26 -0.7316
H 2.738239 2.437237 -4.621859 0.12 -0.12 -0.17 0.2846
H 2.057379 1.517647 -3.252451 -0.15 0.33 -0.05 0.0712
C -1.465560 -0.315592 6.802147 -0.05 0.17 0.16 -0.1215
C -2.522091 -1.171157 6.396991 -0.15 -0.07 -0.06 -0.1197
C -2.002628 -2.071121 5.504289 0.14 0.05 -0.07 -0.8637
N -0.669168 -1.784941 5.355480 -0.15 -0.15 -0.04 0.0957
C -0.338786 -0.722516 6.147759 0.27 0.06 -0.13 -0.8402
H -1.527085 0.507509 7.495182 -0.02 -0.01 -0.01 0.4448
H -3.549163 -1.128285 6.721530 0.01 -0.02 0.00 0.4106
H -2.461181 -2.880645 4.962226 -0.01 0.01 0.02 0.3795
H -0.033211 -2.277540 4.754913 -0.03 0.00 0.04 0.2021
H 0.669723 -0.344917 6.173184 -0.02 0.01 0.02 0.4081
C -4.892958 3.126797 8.324236 0.00 0.06 -0.01 -0.7548
C -4.409160 1.961765 7.671554 0.04 -0.08 -0.03 -0.1295
C -4.204949 2.282719 6.355507 -0.02 0.01 -0.07 -0.4821
N -4.550494 3.595374 6.187247 0.00 0.01 0.08 -0.0164
C -4.966579 4.118521 7.382442 -0.02 0.04 -0.06 -0.4525
H -5.154945 3.225401 9.364644 0.00 0.00 -0.01 0.3788
H -4.230467 0.997197 8.117998 0.00 0.01 0.00 0.4020
H -3.846207 1.695094 5.527316 0.01 -0.04 0.05 0.4632
H -4.505277 4.098168 5.319513 0.02 -0.03 0.04 0.1974
H -5.278242 5.146491 7.458198 0.00 -0.02 0.02 0.3788



[2]
9
Properties=species:S:1:pos:R:3:forces:R:3:mulliken_charge:R:1 method="wB97M-V/def2-TZVPD" homo_lumo_gap_ev=8.2 e_above_lowest_kcal_mol=17.6 homo_energy_ev=-10.12
C -1.037307 0.739074 0.280110 -0.17 0.16 0.80 0.1651
C 0.016021 0.932879 -0.737489 2.07 1.69 0.59 0.0113
O -2.161767 0.491865 -0.025684 -0.72 -0.13 -0.01 -0.4335
O 1.362569 -2.114008 1.613744 -0.38 -0.18 1.35 -0.3183
O 1.156345 1.210713 -0.392400 -1.29 -0.32 -0.70 -0.4943
O 0.254463 -1.405024 -0.541717 3.24 -1.91 2.37 -0.4227
S 1.471230 -1.839454 0.238110 -2.73 1.25 -3.69 0.7466
H -0.693236 0.958523 1.307152 -0.11 -0.25 0.16 0.3600
H -0.368321 1.025432 -1.741827 0.09 -0.30 -0.87 0.3857